1.
Molecular formula: C5H15N2O
Method: DFT, ωB97M-V/def2-TZVPD

## Properties
- Electronic energy: -383.7549 hartree
- Net charge: +1
- HOMO level: -12.5 eV
- Frontier orbital gap: 4.46 eV
- Multiplicity: 1
- Energy relative to the best compared isomer or geometry (same formula, charge and spin): 185.8 kcal per mole

```
23
C5H15N2O | the OMol25 dataset | ωB97M-V/def2-TZVPD
C 0.180 -1.729 1.681
C -0.971 -0.822 1.224
C -0.568 0.477 0.545
C -0.811 0.664 -0.743
C 0.522 2.648 0.912
N 0.264 1.272 1.378
N 0.858 -2.363 0.574
H -0.410 -2.446 2.261
H 0.850 -1.155 2.349
H -1.695 -1.347 0.587
H -1.577 -0.745 2.158
H -0.914 0.556 -3.935
H -1.102 1.644 -1.161
H 0.875 3.375 1.642
H -0.398 3.081 0.467
H 1.367 2.848 0.213
H 1.184 0.802 1.427
H 1.541 -3.075 0.738
H 0.820 -1.869 -0.305
H -1.562 0.753 -3.628
H 1.067 -1.054 -3.378
H 0.118 -0.350 -2.271
O 0.363 -1.163 -2.733
```


2.
Molecular formula: C5H15N2O
Method: DFT, ωB97M-V/def2-TZVPD

## Properties
- Electronic energy: -383.8629 hartree
- Net charge: +1
- HOMO level: -12.1 eV
- Frontier orbital gap: 4.53 eV
- Multiplicity: 1
- Energy relative to the best compared isomer or geometry (same formula, charge and spin): 118.1 kcal per mole

```
23
C5H15N2O | the OMol25 dataset | ωB97M-V/def2-TZVPD
N 0.597 3.211 -3.296
C 1.181 -0.631 0.357
C 1.193 0.007 -0.971
O 1.195 1.411 -0.783
C 0.161 -0.257 1.332
N -1.091 -0.944 0.920
C -0.799 -2.360 0.766
C -2.140 -0.698 1.901
H 0.174 4.122 -3.129
H 1.159 3.226 -4.132
H 1.096 2.866 -2.496
H 2.028 -1.265 0.583
H 2.057 -0.263 -1.584
H 0.293 -0.175 -1.582
H 1.834 1.648 -0.091
H -0.031 0.818 1.333
H 0.451 -0.591 2.337
H -0.462 -2.830 1.699
H -1.658 -2.890 0.368
H 0.045 -2.469 0.049
H -1.842 -0.964 2.921
H -2.450 0.340 1.869
H -2.993 -1.312 1.630
```


3.
Molecular formula: C5H15N2O
Method: DFT, ωB97M-V/def2-TZVPD

## Properties
- Expectation value of S²: 0.753
- Electronic energy: -383.4663 hartree
- Net charge: +2
- HOMO level (spin up / spin down): -19.2 / -19.0 eV
- Frontier orbital gap (spin up / spin down): 11.33 / 4.66 eV
- Multiplicity: 2
- Energy relative to the best compared isomer or geometry (same formula, charge and spin): 90.4 kcal per mole

```
23
C5H15N2O | the OMol25 dataset | ωB97M-V/def2-TZVPD
C -3.258 1.151 0.349
C -1.861 1.826 0.252
C -0.929 0.985 -0.568
C -0.487 -0.459 -0.094
N 1.190 -2.669 0.571
C 1.555 -1.444 0.861
N 0.851 -0.372 0.444
H -3.682 1.027 -0.658
H -3.167 0.117 0.704
H -3.825 1.701 1.098
H -1.972 2.826 -0.194
H -1.541 1.936 1.315
H -1.308 0.863 -1.616
H -0.008 1.579 -0.652
H -0.535 -1.158 -0.936
H -1.293 -0.601 0.658
H 0.425 -3.008 -0.013
H 1.333 -3.356 1.321
H 2.501 -1.252 1.360
H 1.353 0.403 -0.023
H 2.839 1.700 -1.637
H 3.322 0.385 -0.911
O 2.646 0.762 -1.485
```


4.
Molecular formula: C5H15N2O
Method: DFT, ωB97M-V/def2-TZVPD

## Properties
- Expectation value of S²: 0.762
- Electronic energy: -383.5953 hartree
- Net charge: +2
- HOMO level (spin up / spin down): -15.8 / -15.8 eV
- Frontier orbital gap (spin up / spin down): 8.84 / 5.51 eV
- Multiplicity: 2
- Energy relative to the best compared isomer or geometry (same formula, charge and spin): 9.4 kcal per mole

```
23
C5H15N2O | the OMol25 dataset | ωB97M-V/def2-TZVPD
C -1.051 -0.924 -1.817
C -1.643 0.190 -0.864
C -0.662 0.489 0.258
C -0.551 -0.470 1.254
N 0.331 -0.353 2.244
C 0.108 1.756 0.238
N -2.163 -1.594 -2.585
H -0.480 -1.616 -1.202
H -0.305 -0.570 -2.534
H -2.642 -0.064 -0.500
H -1.727 1.071 -1.508
H -1.190 -1.347 1.295
H 0.205 -0.925 3.081
H 0.912 0.465 2.375
H -0.159 2.325 -0.658
H 1.175 1.510 0.088
H 0.086 2.440 1.083
H -1.963 -2.590 -2.723
H -2.159 -1.147 -3.499
H -3.048 -1.565 -2.078
H 5.789 1.665 2.901
H 5.919 0.361 2.379
O 5.218 0.893 2.774
```


5.
Molecular formula: C5H15N2O
Method: DFT, ωB97M-V/def2-TZVPD

## Properties
- Expectation value of S²: 0.754
- Electronic energy: -383.5312 hartree
- Net charge: +2
- HOMO level (spin up / spin down): -19.4 / -19.4 eV
- Frontier orbital gap (spin up / spin down): 12.63 / 7.79 eV
- Multiplicity: 2
- Energy relative to the best compared isomer or geometry (same formula, charge and spin): 49.7 kcal per mole

```
23
C5H15N2O | the OMol25 dataset | ωB97M-V/def2-TZVPD
N 1.844 -1.182 -0.595
C 0.668 -0.236 -0.656
C 1.422 1.127 -0.631
O 2.517 1.008 0.302
C -0.315 -0.404 0.566
N -1.609 0.116 0.257
C -2.348 -0.603 -0.755
C -2.430 0.395 1.483
H 2.178 -1.494 -1.509
H 2.554 -0.656 0.007
H 1.516 -2.036 -0.135
H 0.135 -0.343 -1.600
H 1.932 1.387 -1.547
H 0.779 1.958 -0.310
H 2.325 1.539 1.069
H 0.114 -0.024 1.515
H -0.333 -1.473 0.800
H -2.160 -0.289 -1.790
H -1.997 -1.643 -0.730
H -3.436 -0.578 -0.685
H -2.086 -0.123 2.375
H -2.499 1.490 1.487
H -3.445 0.055 1.278
```


6.
Molecular formula: C5H15N2O
Method: DFT, ωB97M-V/def2-TZVPD

## Properties
- Expectation value of S²: 0.760
- Electronic energy: -383.5020 hartree
- Net charge: +2
- HOMO level (spin up / spin down): -19.5 / -19.2 eV
- Frontier orbital gap (spin up / spin down): 10.79 / 4.96 eV
- Multiplicity: 2
- Energy relative to the best compared isomer or geometry (same formula, charge and spin): 68.0 kcal per mole

```
23
C5H15N2O | the OMol25 dataset | ωB97M-V/def2-TZVPD
C -2.384 -0.925 1.712
C -1.427 0.218 1.504
C -0.913 0.242 0.057
C 0.020 -0.904 -0.475
N 1.204 -1.148 0.316
C 2.258 -0.305 0.224
N 2.516 0.475 -0.777
H -2.708 -0.929 2.753
H -3.293 -0.666 1.166
H -2.022 -1.926 1.438
H -1.750 1.249 1.710
H -0.527 0.175 2.159
H -0.469 1.242 -0.139
H -1.755 0.247 -0.657
H -0.536 -1.851 -0.499
H 0.183 -0.678 -1.532
H 0.993 -1.577 1.219
H 2.960 -0.443 1.049
H 1.757 0.728 -1.436
H 3.359 1.048 -0.816
H 0.801 2.671 -3.057
H 0.849 1.230 -3.332
O 0.884 1.830 -2.587
```